DFT (ωB97M-V/def2-TZVPD) results for a single C22H29N3O5S molecule.

Last columns: bonded neighbours and bond lengths (Å).
Cartesian coordinates (Å):
1 C 2.36040 4.00253 -8.35048  C2 1.486, H58 1.089, H59 1.089, H60 1.086
2 C 2.22199 2.85116 -7.42184  C1 1.486, N3 1.315, C6 1.411
3 N 1.85169 3.00644 -6.16930  C2 1.315, N4 1.344
4 N 1.84907 1.78418 -5.60937  N3 1.344, C5 1.366, C12 1.395
5 C 2.19864 0.82438 -6.51636  N4 1.366, C6 1.374, C8 1.486
6 C 2.44527 1.48518 -7.69564  C2 1.411, C5 1.374, H7 1.071
7 H 2.73839 1.05157 -8.63017  C6 1.071
8 C 2.20517 -0.63761 -6.24903  C5 1.486, H9 1.091, H10 1.088, H11 1.088
9 H 3.16510 -0.96410 -5.84710  C8 1.091
10 H 2.03950 -1.16875 -7.18386  C8 1.088
11 H 1.42094 -0.90900 -5.54467  C8 1.088
12 C 1.47625 1.66227 -4.27070  N4 1.395, C13 1.396, C17 1.394
13 C 0.53226 2.55734 -3.76504  C12 1.396, C14 1.377, H57 1.078
14 C 0.13752 2.47282 -2.44883  C13 1.377, C15 1.395, H56 1.079
15 C 0.68472 1.50209 -1.60984  C14 1.395, C16 1.392, C20 1.476
16 C 1.64340 0.62551 -2.11025  C15 1.392, C17 1.380, H19 1.078
17 C 2.04108 0.70540 -3.42947  C12 1.394, C16 1.380, H18 1.077
18 H 2.80840 0.04332 -3.79514  C17 1.077
19 H 2.07455 -0.11691 -1.45801  C16 1.078
20 C 0.22020 1.43289 -0.21022  C15 1.476, O21 1.207, O22 1.350
21 O -0.70565 2.06312 0.23860  C20 1.207
22 O 0.98287 0.61364 0.54505  C20 1.350, C23 1.412
23 C 0.49052 0.36777 1.84488  O22 1.412, H24 1.095, H25 1.091, C26 1.530
24 H 0.08129 1.29726 2.25518  C23 1.095
25 H 1.33472 0.01547 2.43882  C23 1.091
26 C -0.62372 -0.67716 1.75338  C23 1.530, O27 1.215, N28 1.358
27 O -1.04553 -1.02051 0.66717  C26 1.215
28 N -1.10412 -1.19062 2.91548  C26 1.358, C29 1.453, C42 1.464
29 C -0.54108 -0.91765 4.22651  N28 1.453, H30 1.089, H31 1.097, C32 1.544
30 H -0.96617 -1.62986 4.93142  C29 1.089
31 H 0.54163 -1.09088 4.19926  C29 1.097
32 C -0.78597 0.49252 4.80515  C29 1.544, C33 1.525, C37 1.528, H41 1.093
33 C -2.23072 0.95355 4.64126  C32 1.525, H34 1.087, H35 1.088, H36 1.088
34 H -2.31786 2.00001 4.92345  C33 1.087
35 H -2.55714 0.85439 3.60843  C33 1.088
36 H -2.89256 0.38122 5.28802  C33 1.088
37 C -0.39785 0.46413 6.28282  C32 1.528, H38 1.088, H39 1.087, H40 1.087
38 H -0.99292 -0.27264 6.81770  C37 1.088
39 H -0.56183 1.43905 6.73440  C37 1.087
40 H 0.65169 0.20475 6.40024  C37 1.087
41 H -0.13961 1.21463 4.30029  C32 1.093
42 C -2.11320 -2.23519 2.72937  N28 1.464, C43 1.512, C50 1.546, H55 1.097
43 C -3.09188 -2.39510 3.87057  C42 1.512, H44 1.085, H45 1.082, S46 1.834
44 H -4.04306 -2.78319 3.52028  C43 1.085
45 H -3.24441 -1.49832 4.45691  C43 1.082
46 S -2.37568 -3.70233 4.93831  C43 1.834, O47 1.441, O48 1.434, C49 1.829
47 O -1.85273 -3.12800 6.15256  S46 1.441
48 O -3.31359 -4.77835 5.07864  S46 1.434
49 C -1.01389 -4.19097 3.81925  S46 1.829, C50 1.511, H53 1.085, H54 1.084
50 C -1.46375 -3.61862 2.49468  C42 1.546, C49 1.511, H51 1.090, H52 1.091
51 H -0.64343 -3.51800 1.78383  C50 1.090
52 H -2.21619 -4.27507 2.05495  C50 1.091
53 H -0.09533 -3.75203 4.19433  C49 1.085
54 H -0.94903 -5.27308 3.82310  C49 1.084
55 H -2.63773 -1.95189 1.80847  C42 1.097
56 H -0.60056 3.14886 -2.04540  C14 1.079
57 H 0.13023 3.30836 -4.42608  C13 1.078
58 H 3.38630 4.07716 -8.70888  C1 1.089
59 H 1.70867 3.87289 -9.21344  C1 1.089
60 H 2.09470 4.91997 -7.83362  C1 1.086

The SMILES is Cc1cc(C)n(-c2ccc(C(=O)OCC(=O)N(CC(C)C)[C@H]3CCS(=O)(=O)C3)cc2)n1. The charge is 0. Its total energy is -48828.105 eV. The calculation puts the gap between HOMO and LUMO at 9.004 eV. The energy relative to the best compared isomer or geometry (same formula, charge and spin) comes out at 31.1 kcal per mole.

How is the electron density shared among the atoms? According to natural (NBO), the charges in e are: -0.637 0.160 -0.282 -0.194 0.180 -0.339 0.222 -0.649 0.222 0.233 0.232 0.166 -0.224 -0.134 -0.186 -0.156 -0.202 0.213 0.231 0.798 -0.596 -0.498 -0.180 0.233 0.211 0.668 -0.618 -0.449 -0.254 0.247 0.198 -0.223 -0.616 0.221 0.216 0.199 -0.606 0.216 0.214 0.207 0.194 -0.053 -0.675 0.265 0.262 2.145 -0.950 -0.936 -0.655 -0.424 0.242 0.224 0.239 0.259 0.265 0.237 0.244 0.221 0.220 0.232

***

DFT (ωB97M-V/def2-TZVPD) results for a single C2H5N5 molecule.

Last columns: bonded neighbours and bond lengths (Å).
Cartesian coordinates (Å):
1 C 1.94274 -0.16735 -0.02266  H3 1.124, H4 1.086, H5 0.999, N8 1.464
2 C -0.20564 0.28859 0.01591  N8 1.250, N9 1.386, N12 1.518
3 H 1.94224 -0.88538 0.84247  C1 1.124
4 H 2.85680 0.41882 -0.01154  C1 1.086
5 H 1.77451 -0.86175 -0.72088  C1 0.999
6 H -0.47010 -1.84640 -0.07888  N9 1.083
7 H -1.53665 2.23090 0.03053  N12 1.031
8 N 0.90135 0.85989 -0.08659  C1 1.464, C2 1.250
9 N -0.94173 -0.88374 0.07592  C2 1.386, H6 1.083, N10 1.305
10 N -2.23669 -0.80040 -0.06670  N9 1.305, N11 1.295
11 N -2.61462 0.43830 -0.04718  N10 1.295, N12 1.433
12 N -1.41222 1.20851 0.06959  C2 1.518, H7 1.031, N11 1.433

The SMILES is CN=c1[nH]nn[nH]1. The charge is 0. Its total energy is -9602.213 eV. The calculation puts the gap between HOMO and LUMO at 9.361 eV. The energy relative to the best compared isomer or geometry (same formula, charge and spin) comes out at 87.8 kcal per mole.

How is the electron density shared among the atoms? According to natural (NBO), the charges in e are: -0.446 0.531 0.168 0.218 0.174 0.423 0.425 -0.497 -0.446 -0.050 -0.022 -0.478

***

DFT (ωB97M-V/def2-TZVPD) results for a single C18H17ClN2O5S molecule.

Last columns: bonded neighbours and bond lengths (Å).
Cartesian coordinates (Å):
1 C 2.87370 2.54409 -1.49990  C2 1.521, H42 1.088, H43 1.088, H44 1.086
2 C 3.56570 2.21040 -0.18668  C1 1.521, H3 1.094, H4 1.091, O5 1.433
3 H 4.64646 2.35568 -0.27536  C2 1.094
4 H 3.17388 2.81116 0.63604  C2 1.091
5 O 3.31465 0.85360 0.19900  C2 1.433, C6 1.329
6 C 4.09856 -0.08739 -0.31619  O5 1.329, O7 1.200, C8 1.523
7 O 5.01550 0.10588 -1.06566  C6 1.200
8 C 3.69566 -1.48300 0.13988  C6 1.523, H9 1.092, H10 1.092, S11 1.820
9 H 4.55551 -1.94176 0.63162  C8 1.092
10 H 3.44097 -2.10536 -0.72080  C8 1.092
11 S 2.37074 -1.54284 1.38566  C8 1.820, C12 1.757
12 C 0.95387 -0.93809 0.54030  S11 1.757, C13 1.355, N32 1.378
13 C -0.19807 -0.72996 1.22362  C12 1.355, C14 1.399, C16 1.510
14 C -0.31004 -0.97244 2.59720  C13 1.399, N15 1.149
15 N -0.44956 -1.15673 3.72264  C14 1.149
16 C -1.41314 -0.21250 0.49240  C13 1.510, C17 1.515, H28 1.096, C29 1.543
17 C -1.46664 1.30075 0.43453  C16 1.515, C18 1.389, C22 1.394
18 C -0.33904 2.08904 0.62548  C17 1.389, C19 1.384, H27 1.079
19 C -0.40474 3.46804 0.53176  C18 1.384, C20 1.383, H26 1.079
20 C -1.60810 4.08757 0.24593  C19 1.383, C21 1.383, H25 1.079
21 C -2.74624 3.32433 0.05928  C20 1.383, C22 1.385, H24 1.079
22 C -2.66988 1.94471 0.15214  C17 1.394, C21 1.385, Cl23 1.733
23 Cl -4.11906 1.02416 -0.08693  C22 1.733
24 H -3.69352 3.79178 -0.15875  C21 1.079
25 H -1.66554 5.16232 0.17116  C20 1.079
26 H 0.48573 4.05853 0.68425  C19 1.079
27 H 0.60267 1.61937 0.86578  C18 1.079
28 H -2.31847 -0.56879 0.99618  C16 1.096
29 C -1.39262 -0.78372 -0.94092  C16 1.543, C30 1.515, C34 1.527, H41 1.091
30 C -0.07321 -0.46349 -1.61242  C29 1.515, O31 1.205, N32 1.368
31 O 0.04932 -0.10348 -2.75635  C30 1.205
32 N 1.01544 -0.66516 -0.80883  C12 1.378, C30 1.368, H33 1.010
33 H 1.91345 -0.58116 -1.26409  N32 1.010
34 C -1.53385 -2.30187 -0.86638  C29 1.527, O35 1.202, O36 1.327
35 O -0.61537 -3.07160 -0.76839  C34 1.202
36 O -2.81306 -2.65214 -0.89138  C34 1.327, C37 1.424
37 C -3.09008 -4.04403 -0.77800  O36 1.424, H38 1.091, H39 1.092, H40 1.086
38 H -2.62869 -4.58821 -1.60387  C37 1.091
39 H -2.69723 -4.43092 0.16410  C37 1.092
40 H -4.17180 -4.14000 -0.81157  C37 1.086
41 H -2.21918 -0.38172 -1.52940  C29 1.091
42 H 3.29076 1.94704 -2.30760  C1 1.088
43 H 1.80455 2.35339 -1.43405  C1 1.088
44 H 3.02874 3.59361 -1.73126  C1 1.086

The SMILES is CCOC(=O)CSC1=C(C#N)[C@@H](c2ccccc2Cl)[C@H](C(=O)OC)C(=O)N1. The charge is 0. Its total energy is -55517.986 eV. The calculation puts the gap between HOMO and LUMO at 9.016 eV. The energy relative to the best compared isomer or geometry (same formula, charge and spin) comes out at 0.0 kcal per mole.

How is the electron density shared among the atoms? According to natural (NBO), the charges in e are: -0.642 -0.077 0.206 0.193 -0.513 0.774 -0.577 -0.661 0.279 0.258 0.352 0.156 -0.296 0.279 -0.312 -0.222 -0.090 -0.205 -0.196 -0.197 -0.252 0.073 -0.003 0.229 0.221 0.214 0.225 0.262 -0.424 0.717 -0.555 -0.642 0.420 0.817 -0.590 -0.496 -0.263 0.197 0.198 0.201 0.275 0.225 0.220 0.224